Formula: C2H5N2
Source: the OMol25 dataset
Level of theory: ωB97M-V/def2-TZVPD

ORCA input file:
```
! wB97M-V def2-TZVPD RIJCOSX def2/J DEFGRID3
* xyz 1 1
H -1.873 0.890 -0.622
H 1.442 -1.060 1.803
H 1.956 1.065 -0.280
H 1.800 -0.420 -1.210
H -3.325 -0.293 -0.524
C 1.440 0.059 -0.300
N 1.111 -0.508 1.023
C 0.136 -0.197 0.277
N -2.687 0.464 -0.166
*
```

The energy above the lowest of the compared OMol25 structures with the same formula, charge and spin comes out at 165.5 kcal per mole. The calculation puts the molar mass at 57.076 g mol⁻¹. The total energy is -5119.8681 eV. For the frontier orbital gap (alpha / beta), the calculation gives 6.5 / 9.3 eV. The calculation puts the LUMO energy (alpha / beta) at -0.329 / -0.210 Eh.